This record from the Open Molecules 2025 dataset describes a cluster of 2 separate species, CH3O3 in total in a non-equilibrium geometry. The level of theory is the ωB97M-V functional and the def2-TZVPD basis.

Values from the calculation:
F_max   0.110 hartree/bohr
Gap between HOMO and LUMO   0.306 hartree
Net charge   -1
E_HOMO   -3.738 eV
Energy above the lowest of the compared OMol25 structures with the same formula, charge and spin   22.33 kcal/mol

```
7
Properties=species:S:1:pos:R:3:forces:R:3:mulliken_charge:R:1
O -1.3954 0.5353 1.1044 -1.105 -0.056 -0.026 -0.693
H -0.6102 0.1816 0.6283 -0.589 -0.449 0.371 0.455
H -2.1370 -0.0496 0.8285 1.133 0.564 0.191 0.278
O 1.9446 0.1833 0.0878 -0.677 1.795 -1.687 -0.666
O 0.2448 -1.0429 -0.2747 -2.855 -0.635 -1.469 -0.681
C 0.9436 -0.1015 -0.6659 4.955 -1.393 2.406 0.074
H 1.0096 0.2938 -1.7085 -0.862 0.175 0.213 0.233
```
Forces are in eV/Å.

***

This record from the Open Molecules 2025 dataset describes the molecule C4H10N2O in a non-equilibrium geometry. The level of theory is the ωB97M-V functional and the def2-TZVPD basis.

Values from the calculation:
F_max   0.081 hartree/bohr
SMILES string   C[C@@H](CN)NC=O
Gap between HOMO and LUMO   0.369 hartree
Net charge   0
E_HOMO   -9.094 eV
Energy above the lowest of the compared OMol25 structures with the same formula, charge and spin   45.83 kcal/mol

```
17
Properties=species:S:1:pos:R:3:forces:R:3:mulliken_charge:R:1
C -0.2399 1.3170 1.1016 -1.809 -2.695 2.611 -1.329
C -0.0721 0.6275 -0.2301 -0.901 -1.063 -0.955 0.499
C 0.9126 -0.6041 -0.1051 -0.344 1.236 -1.665 -0.831
N 2.1509 -0.0306 0.3495 0.143 1.097 -0.905 -0.556
N -1.4051 0.0908 -0.6732 -0.431 0.200 -0.329 -0.174
C -1.7252 -1.1932 -1.0042 2.050 0.041 -0.106 -0.112
O -0.9332 -2.1202 -0.9443 -0.973 -0.308 -0.092 -0.571
H 0.4523 0.9015 1.8270 0.879 0.516 -0.189 0.278
H -1.1667 0.9380 1.6837 0.743 0.390 -1.474 0.343
H -0.3249 2.3511 1.2363 0.388 1.649 -0.537 0.346
H 0.2662 1.3437 -1.0212 -0.028 -0.651 0.618 0.238
H 0.4550 -1.2848 0.6054 0.345 -0.190 -0.091 0.446
H 1.0779 -1.0808 -1.1352 -0.647 0.442 1.717 0.345
H 2.7701 -0.0399 -0.4321 0.466 0.563 -0.711 0.255
H 2.6366 -0.6117 0.9469 0.830 -1.518 1.997 0.188
H -2.1585 0.7612 -0.7627 0.201 -0.097 0.031 0.241
H -2.6960 -1.3655 -1.4423 -0.913 0.389 0.079 0.393
```
Forces are in eV/Å.

***

This record from the Open Molecules 2025 dataset describes a cluster of 2 separate species, CH3Cl2N in total in a non-equilibrium geometry. The level of theory is the ωB97M-V functional and the def2-TZVPD basis.

Values from the calculation:
F_max   0.058 hartree/bohr
Gap between HOMO and LUMO (spin up / spin down)   0.260 / 0.371 hartree
Net charge   0
E_HOMO (spin up / spin down)   -8.095 / -9.915 eV
Energy above the lowest of the compared OMol25 structures with the same formula, charge and spin   76.98 kcal/mol

```
7
Properties=species:S:1:pos:R:3:forces:R:3:mulliken_charge:R:1
C 1.8878 -0.1642 -0.4723 -0.485 -2.499 -1.561 -0.538
N -1.9729 0.5684 0.0917 -1.402 0.307 0.088 -0.326
Cl 0.4986 0.1267 0.4020 0.418 -0.163 0.428 -0.018
Cl -2.6179 -0.9246 0.4665 -0.029 -0.578 -0.144 0.013
H 1.8717 -1.1121 -1.1440 0.259 2.074 1.354 0.269
H 2.7311 0.4095 -0.2086 0.872 0.371 -0.061 0.331
H -2.3985 1.0963 0.8648 0.366 0.488 -0.106 0.269
```
Forces are in eV/Å.

***

no.,E_tot (eV)
1,-7229.038
2,-9337.000
3,-27615.729